Molecular formula: C6H18N3
Method: DFT, the ωB97M-V functional and the def2-TZVPD basis

XYZ file:
```
27
Properties=species:S:1:pos:R:3
C -2.3070 -0.5760 -1.0002
C -1.4401 -0.6237 1.4834
C -1.9899 1.5609 0.5388
C 0.6008 -1.1273 -0.7382
C -1.5358 0.0686 0.1799
C -0.1201 0.0837 -0.3255
N 1.7618 1.3428 -0.9793
N 0.4862 1.2562 -0.5088
N 3.7158 -0.1963 0.4213
H -1.8220 -1.5561 -1.3134
H -2.2574 0.1992 -1.7663
H -3.2211 -0.8008 -0.4768
H -0.7403 -0.1355 2.1432
H -2.4736 -0.5534 1.9139
H -1.3167 -1.6625 1.5416
H -2.7976 1.6298 1.1722
H -1.2668 2.0799 1.1899
H -2.0171 2.0435 -0.4391
H -0.1908 -1.8844 -0.7915
H 1.2235 -1.5695 0.0153
H 1.0543 -0.7902 -1.6730
H 2.0898 2.3524 -1.1866
H 2.4330 0.9855 -0.2302
H 0.0927 2.1682 -0.2453
H 3.6594 -0.4400 -0.4865
H 3.1772 -0.8376 0.9784
H 4.7602 -0.0701 0.6375
```

The energy relative to the best compared isomer or geometry (same formula, charge and spin) is 76.2 kcal per mole. The HOMO-LUMO gap comes out at 10.3 eV. The total energy is -403.3592 Ha. The net charge is +1.